Entry from the OMol25 dataset: a 2-piece molecular cluster, C6H13NO overall in a non-equilibrium geometry (ωB97M-V/def2-TZVPD).

Values from the calculation:
Total charge: 0
Multiplicity: 1
Kohn-Sham gap, eV: 8.49
LUMO energy, eV: 0.10
SMILES: C=C[C@@](C)(N)O.C=C

Each line ends with the natural charge from an NBO analysis.
Geometry (Å):
C: -1.4528 -0.9311 1.1071  -0.394
C: -0.8329 -0.4779 -0.0010  -0.218
C: -0.0602 0.9410 0.0152  0.389
C: -1.1459 2.0201 0.1609  -0.618
N: 0.9066 0.9180 1.1052  -0.879
O: 0.5834 1.1389 -1.1702  -0.735
H: -2.3498 -1.5321 1.0541  0.198
H: -1.0151 -0.8204 2.0897  0.185
H: -1.3603 -0.5844 -0.9446  0.206
H: -1.8517 1.9531 -0.6646  0.218
H: -1.6822 1.8807 1.1002  0.207
H: -0.6756 3.0030 0.1473  0.215
H: 0.4585 0.9790 2.0109  0.357
H: 1.5434 1.6990 0.9997  0.372
H: 1.1079 0.1989 -1.4127  0.471
C: 0.8211 -1.8635 -0.4212  -0.263
C: 1.5962 -1.3302 -1.4364  -0.584
H: 0.1402 -2.6700 -0.6523  0.206
H: 1.2275 -1.8539 0.5793  0.219
H: 2.6033 -1.0015 -1.2128  0.232
H: 1.4384 -1.6671 -2.4537  0.217

Atomic forces in eV per Å
0.523 -0.260 -0.564
-1.645 2.461 0.920
-0.375 -1.798 0.460
0.241 -0.268 -0.079
0.179 -0.017 0.072
1.537 -1.589 -1.241
0.068 -0.243 -0.055
-0.035 0.271 0.141
0.092 -0.274 -0.120
-0.052 0.020 -0.019
0.026 -0.015 -0.016
0.043 0.031 -0.045
0.000 0.086 0.009
-0.072 0.054 0.037
-1.517 2.674 0.760
2.465 -0.590 -1.551
-0.352 -2.041 1.074
-0.415 0.369 0.027
-0.300 0.305 0.126
-0.138 0.523 0.142
-0.271 0.301 -0.077